## w
Below is C5H8N2O2 in the gas phase, with properties calculated with ωB97M-V/def2-TZVPD.

```
17
Properties=species:S:1:pos:R:3:nbo_charge:R:1
O 1.199 1.330 0.383 -0.43
O 1.533 -1.014 0.394 -0.42
N 0.842 -1.682 -0.637 -0.11
N 0.391 1.830 -0.663 -0.11
C -0.356 -1.284 -0.834 0.08
C -0.659 1.136 -0.857 0.09
C 2.032 0.241 0.041 0.18
C -1.152 -0.107 1.355 -0.60
C -1.134 -0.156 -0.197 -0.36
H -1.278 1.545 -1.648 0.20
H -0.160 0.014 1.796 0.25
H -0.857 -1.849 -1.622 0.20
H -2.182 -0.304 -0.505 0.23
H 2.259 0.257 -1.040 0.17
H -1.626 -1.028 1.735 0.21
H 2.942 0.352 0.626 0.19
H -1.792 0.720 1.673 0.21
```

Properties
HOMO-LUMO gap: 10.173 eV
E_HOMO: -9.6 eV
Lowest unoccupied orbital energy: 0.0196 Eh
SMILES: CC1/C=N\OCO/N=C\1


## x
Below is C5H8N2O2 in the gas phase, with properties calculated with ωB97M-V/def2-TZVPD.

```
17
Properties=species:S:1:pos:R:3:nbo_charge:R:1
O -1.146 -2.138 1.197 -0.58
O 1.058 -2.067 1.530 -0.33
N 2.182 -1.429 1.076 -0.26
N -0.453 0.390 -0.540 -0.43
C -0.064 1.754 -0.837 -0.41
C -0.092 -1.613 0.958 0.71
C 1.680 -0.327 0.420 -0.11
C -1.865 0.150 -0.768 -0.42
C 0.324 -0.402 0.283 0.01
H -2.159 0.471 -1.765 0.20
H 2.756 -1.109 1.825 0.37
H 0.833 1.959 -0.234 0.21
H -0.957 2.470 -0.449 0.18
H -2.070 -1.008 -0.598 0.24
H 2.313 0.245 -0.223 0.22
H -2.321 0.697 0.088 0.19
H -0.018 1.955 -1.963 0.20
```

Properties
HOMO-LUMO gap: 8.460 eV
E_HOMO: -7.7 eV
Lowest unoccupied orbital energy: 0.0264 Eh
SMILES: CN(C)c1c[nH]oc1=O


## y
Below is 2 unconnected molecules or ions with the total composition C5H8N2O2, with properties calculated with ωB97M-V/def2-TZVPD.

```
17
Properties=species:S:1:pos:R:3:nbo_charge:R:1
O -1.867 1.259 1.927 -0.54
O 0.351 -1.947 -0.754 -0.71
N 1.149 -0.388 2.009 -0.56
N 0.302 0.178 -2.755 -1.07
C -1.182 -0.413 0.333 -0.39
C 1.155 -0.090 0.571 -0.17
C 0.048 -0.794 -0.158 0.46
C 0.493 0.831 1.510 -0.18
C -1.005 0.634 1.320 0.53
H 2.053 -0.146 2.413 0.36
H -0.455 -0.217 -3.309 0.37
H 1.192 -0.068 -3.184 0.36
H 0.204 1.190 -2.745 0.36
H -2.141 -0.844 0.051 0.23
H 0.894 1.811 1.769 0.22
H 2.094 0.130 0.063 0.22
H 0.330 -2.689 -0.138 0.50
```

Properties
HOMO-LUMO gap: 9.656 eV
E_HOMO: -9.2 eV
Lowest unoccupied orbital energy: 0.0181 Eh
SMILES: O=C1C=C(O)[C@@H]2N[C@H]12.N


## z
Below is C5H8N2O2 in the gas phase, with properties calculated with ωB97M-V/def2-TZVPD.

```
17
Properties=species:S:1:pos:R:3:nbo_charge:R:1
O -1.160 -0.370 2.640 -0.57
O 1.279 -1.420 1.418 -0.46
N 1.962 -1.480 -2.363 -0.38
N -0.356 0.377 1.770 -0.48
C 0.242 -0.041 -0.391 -0.04
C 1.380 -1.041 -1.470 0.19
C -1.124 -0.481 -0.894 -0.62
C 0.678 -0.582 0.865 0.72
C 0.658 1.392 -0.687 -0.63
H -0.923 1.151 1.445 0.36
H -0.536 -0.987 3.061 0.47
H -1.276 -1.544 -0.727 0.24
H -1.179 -0.277 -1.961 0.24
H -1.914 0.065 -0.378 0.23
H -0.149 2.078 -0.428 0.22
H 0.858 1.485 -1.752 0.26
H 1.560 1.675 -0.148 0.24
```

Properties
HOMO-LUMO gap: 9.323 eV
E_HOMO: -8.8 eV
Lowest unoccupied orbital energy: 0.0176 Eh
SMILES: CC(C)(C#N)C(=O)NO


The least stable of them is z.


## w
Below is 3 unconnected molecules or ions with the total composition C5H8N2O2, with properties calculated with ωB97M-V/def2-TZVPD.

```
17
Properties=species:S:1:pos:R:3:nbo_charge:R:1
O 0.798 -2.554 -0.117 -0.68
O 1.854 1.896 0.657 -0.54
N 1.145 0.181 -0.754 -0.74
N -1.200 -0.053 1.116 -0.25
C -0.114 -1.762 -0.722 0.19
C -0.631 0.984 1.176 0.22
C 1.194 1.093 0.070 0.79
C -0.752 2.286 1.864 -0.68
C -0.576 -1.905 -1.971 -0.61
H -0.724 -1.196 0.089 0.23
H 1.411 -2.906 -0.777 0.47
H -0.159 -2.634 -2.652 0.19
H -1.336 -1.248 -2.360 0.21
H -0.394 3.093 1.227 0.25
H 1.386 -0.042 -1.700 0.45
H -0.104 2.297 2.739 0.26
H -1.796 2.471 2.113 0.25
```

Properties
HOMO-LUMO gap: 7.270 eV
E_HOMO: -8.3 eV
Lowest unoccupied orbital energy: -0.0362 Eh
SMILES: N=C=O.C=CO.CC#N


## x
Below is C5H8N2O2 in the gas phase, with properties calculated with ωB97M-V/def2-TZVPD.

```
17
Properties=species:S:1:pos:R:3:nbo_charge:R:1
O -1.510 1.624 0.092 -0.35
O 1.981 0.677 -0.118 -0.50
N 0.026 1.665 0.248 -0.34
N 0.281 -0.855 -0.062 -0.52
C 0.697 0.400 0.013 0.66
C -1.123 -0.698 0.387 -0.12
C 2.880 -0.362 0.012 -0.27
C -2.569 -0.759 -0.024 -0.37
C -1.760 0.374 -0.364 0.02
H -2.725 -1.348 -0.867 0.22
H 3.809 -0.021 -0.397 0.19
H -1.026 -0.517 1.457 0.19
H 2.517 -1.347 -0.557 0.22
H -1.555 0.238 -1.390 0.16
H 0.285 2.411 -0.303 0.38
H -3.361 -0.773 0.736 0.23
H 3.155 -0.710 1.137 0.18
```

Properties
HOMO-LUMO gap: 9.758 eV
E_HOMO: -8.9 eV
Lowest unoccupied orbital energy: 0.0333 Eh
SMILES: COC1=N[C@@H]2C[C@H]2ON1


The least stable of them is x.


## w
Below is a molecular structure, C5H8N2O2, with properties calculated with ωB97M-V/def2-TZVPD.

```
17
Properties=species:S:1:pos:R:3:nbo_charge:R:1
O 1.248 -0.538 1.713 -0.70
O -1.023 -0.225 1.950 -0.72
N 0.091 0.696 0.106 -0.39
N 0.645 -2.591 -0.252 -0.57
C -0.692 0.079 -2.192 -0.56
C -0.244 0.064 -0.951 0.47
C 0.542 2.074 0.263 -0.42
C -0.257 -1.724 -0.036 -0.07
C 0.145 -0.352 1.198 0.77
H 1.420 2.059 0.909 0.24
H -0.340 -0.632 -2.925 0.26
H -1.529 0.722 -2.444 0.25
H 1.568 -2.199 -0.029 0.34
H -1.308 -2.010 -0.149 0.17
H 0.790 2.486 -0.714 0.22
H -0.246 2.668 0.727 0.22
H -0.809 -0.576 2.826 0.50
```

Properties
HOMO-LUMO gap: 7.299 eV
E_HOMO: -8.2 eV
Lowest unoccupied orbital energy: -0.0345 Eh


## x
Below is a molecular structure, C5H8N2O2, with properties calculated with ωB97M-V/def2-TZVPD.

```
17
Properties=species:S:1:pos:R:3:nbo_charge:R:1
O -1.274 -0.247 -1.885 -0.55
O 0.878 0.473 1.119 -0.53
N -0.601 -1.612 2.361 -0.68
N -0.837 -1.255 1.029 -0.28
C 1.263 1.213 -0.221 0.07
C -0.333 0.168 -0.946 0.12
C -0.195 1.518 -0.770 -0.43
C 1.219 0.226 -1.338 -0.45
C -0.204 -0.260 0.491 0.43
H 1.578 0.682 -2.414 0.24
H 2.204 1.806 -0.004 0.23
H 0.189 -1.117 2.840 0.38
H -0.726 -1.906 -1.674 0.38
H -0.149 2.428 -1.506 0.26
H -1.426 -1.939 2.863 0.39
H 1.864 -0.681 -1.167 0.21
H -0.798 1.804 0.171 0.21
```

Properties
HOMO-LUMO gap: 6.834 eV
E_HOMO: -8.4 eV
Lowest unoccupied orbital energy: -0.0592 Eh


The least stable of them is x.


## w
Below is a molecular structure, C6H11N3, with properties calculated with ωB97M-V/def2-TZVPD.

```
20
Properties=species:S:1:pos:R:3:nbo_charge:R:1
N -1.640 -1.486 -0.156 -0.21
N -0.354 1.779 -0.937 -0.53
N -0.185 -1.457 0.113 -0.53
C -0.441 0.908 1.475 -0.65
C -0.936 0.779 0.007 0.02
C 0.800 -0.475 -0.758 -0.01
C 2.026 -0.190 0.176 -0.61
C -0.066 0.387 -1.207 -0.17
C -2.052 -0.293 -0.194 0.01
H -1.025 2.070 -1.700 0.37
H -3.067 -0.201 -0.125 0.20
H 0.120 1.989 1.642 0.24
H 1.426 -1.421 -1.361 0.19
H 2.513 0.418 -0.459 0.21
H 0.178 -2.444 -0.115 0.36
H 2.682 -1.112 0.209 0.21
H -0.736 -0.192 -1.832 0.21
H -1.509 0.778 2.262 0.23
H 0.502 -0.093 1.810 0.26
H 1.763 0.255 1.148 0.22
```

Properties
HOMO-LUMO gap: 9.156 eV
E_HOMO: -8.3 eV
Lowest unoccupied orbital energy: 0.0301 Eh


## x
Below is C6H11N3 in the gas phase, with properties calculated with ωB97M-V/def2-TZVPD.

```
20
Properties=species:S:1:pos:R:3:nbo_charge:R:1
N -0.168 1.991 -2.276 -0.57
N 1.606 1.449 0.221 -0.08
N 2.663 1.215 -0.272 -0.32
C -0.507 1.402 -1.192 0.09
C -0.740 -1.918 -0.288 -0.42
C 0.330 0.416 -0.577 -0.15
C -0.264 -0.640 0.382 -0.09
C -1.028 -0.068 1.605 -0.62
C 0.470 -1.908 0.592 -0.40
H 3.408 1.762 0.268 0.32
H 1.491 -1.898 0.204 0.23
H 0.845 -0.164 -1.441 0.22
H -0.838 2.655 -2.391 0.33
H -1.798 -2.090 -0.092 0.23
H -0.902 1.053 1.704 0.23
H -2.215 -0.178 1.337 0.20
H -0.787 -0.655 2.587 0.22
H -1.371 1.569 -0.586 0.15
H -0.605 -1.755 -1.356 0.22
H 0.409 -2.236 1.571 0.22
```

Properties
HOMO-LUMO gap: 9.233 eV
E_HOMO: -8.3 eV
Lowest unoccupied orbital energy: 0.0327 Eh
SMILES: [H]/N=C/[C@@H](/N=N/[H])C1(C)CC1


## y
Below is a molecular structure, C6H11N3, with properties calculated with ωB97M-V/def2-TZVPD.

```
20
Properties=species:S:1:pos:R:3:nbo_charge:R:1
N 0.076 -0.160 1.409 -0.59
N -2.201 -0.880 0.056 -0.87
N 2.390 0.083 0.482 -0.55
C 1.376 0.371 -0.545 -0.11
C 1.575 -1.046 -0.186 -0.12
C 0.276 -1.384 0.533 -0.09
C -0.106 0.562 0.103 0.11
C -0.591 2.029 0.144 -0.63
C -0.797 -0.717 -0.453 -0.06
H 0.138 -2.393 0.870 0.21
H -2.799 0.139 -0.099 0.37
H -2.575 -1.694 -0.630 0.37
H 0.019 2.522 0.893 0.24
H -0.460 2.488 -0.818 0.21
H 2.141 -1.821 -0.818 0.22
H 1.524 0.807 -1.514 0.20
H 3.252 0.087 -0.024 0.34
H -0.709 -0.918 -1.516 0.17
H -1.686 2.160 0.320 0.20
H -0.843 -0.235 1.793 0.36
```

Properties
HOMO-LUMO gap: 9.383 eV
E_HOMO: -8.6 eV
Lowest unoccupied orbital energy: 0.0297 Eh


## z
Below is C6H11N3 in the gas phase, with properties calculated with ωB97M-V/def2-TZVPD.

```
20
Properties=species:S:1:pos:R:3:nbo_charge:R:1
N -0.921 -0.876 -1.525 -0.29
N 0.367 1.605 2.489 -0.60
N 0.334 -0.629 -2.055 -0.21
C 0.873 0.625 1.370 -0.11
C -1.652 -1.983 -1.940 -0.41
C 0.207 0.882 0.004 -0.29
C 0.982 0.393 -1.367 -0.07
C -1.015 -0.055 -0.164 -0.24
C 1.791 1.369 2.162 -0.25
H -2.722 -1.739 -2.482 0.18
H 2.389 2.324 1.799 0.20
H -2.029 0.415 -0.343 0.23
H -1.974 -2.959 -1.110 0.17
H -0.167 0.958 3.238 0.37
H -0.982 -1.011 0.535 0.21
H -1.040 -2.335 -2.812 0.24
H 2.542 0.822 2.859 0.20
H 0.994 -0.456 1.458 0.20
H 0.098 1.916 -0.161 0.24
H 1.924 0.733 -1.953 0.23
```

Properties
HOMO-LUMO gap: 8.602 eV
E_HOMO: -7.7 eV
Lowest unoccupied orbital energy: 0.0337 Eh
SMILES: CN1C[C@@H]([C@H]2CN2)C=N1


The least stable of them is w.


## w
Below is C6H6N2O in the gas phase, with properties calculated with ωB97M-V/def2-TZVPD.

```
15
Properties=species:S:1:pos:R:3:nbo_charge:R:1
O -0.248 0.224 2.426 -0.54
N -1.979 -0.164 -1.188 -0.35
N 0.916 -0.243 -0.959 -0.36
C 0.635 0.382 1.510 0.54
C 0.098 -0.128 0.127 0.04
C 2.212 0.582 1.827 -0.74
C -1.296 -0.031 0.061 0.04
C 0.185 -0.497 -2.066 0.02
C -1.195 -0.187 -2.222 0.01
H -1.496 -0.337 -3.293 0.20
H -1.823 -0.172 0.847 0.21
H 2.583 1.148 2.729 0.25
H 2.807 -0.557 2.117 0.26
H 2.917 1.008 0.786 0.25
H 0.611 -0.764 -2.991 0.19
```

Properties
HOMO-LUMO gap: 9.304 eV
E_HOMO: -9.8 eV
Lowest unoccupied orbital energy: -0.0183 Eh
SMILES: CC(=O)c1cnccn1


## x
Below is C6H6N2O in the gas phase, with properties calculated with ωB97M-V/def2-TZVPD.

```
15
Properties=species:S:1:pos:R:3:nbo_charge:R:1
O 0.488 0.517 1.597 -0.46
N 1.507 1.048 -0.913 -0.25
N 0.230 1.477 -1.402 -0.23
C -0.614 -0.420 1.322 -0.01
C 1.621 -0.201 -0.739 0.06
C -0.734 1.390 -0.605 0.06
C -0.668 1.024 0.928 0.01
C 0.510 -1.198 -0.851 -0.27
C -0.363 -1.201 0.182 -0.23
H -1.329 1.490 1.657 0.21
H -1.771 1.549 -0.905 0.20
H -0.906 -2.185 -0.056 0.23
H 2.724 -0.507 -0.727 0.21
H 0.407 -1.924 -1.761 0.24
H -1.104 -0.860 2.272 0.23
```

Properties
HOMO-LUMO gap: 10.148 eV
E_HOMO: -9.4 eV
Lowest unoccupied orbital energy: 0.0292 Eh
SMILES: C1=C/[C@H]2O[C@H]2\C=N/N=C\1


The least stable of them is x.


## w
Below is 2 unconnected molecules or ions with the total composition C4H12, with properties calculated with ωB97M-V/def2-TZVPD.

```
16
Properties=species:S:1:pos:R:3:nbo_charge:R:1
C -0.102 2.975 0.028 -0.70
C -0.304 2.026 1.316 -0.76
C -0.070 -1.825 -0.905 -0.95
C 0.555 -3.050 -0.388 -0.81
H -0.853 2.593 1.933 0.18
H 0.458 -1.040 -0.369 0.20
H 0.909 3.423 0.020 0.20
H 0.239 -3.850 -1.125 0.17
H -0.567 2.500 -0.812 0.21
H -1.350 -2.026 -0.770 0.13
H 1.673 -3.029 -0.354 0.18
H -0.671 3.834 -0.015 0.18
H 0.067 -1.879 -2.053 0.18
H 0.227 -3.493 0.567 0.19
H -0.848 1.029 1.192 0.21
H 0.637 1.811 1.734 0.19
```

Properties
HOMO-LUMO gap (alpha / beta): 2.644 / 11.137 eV
Spin multiplicity: 2
E_HOMO (alpha / beta): 1.5 / -7.0 eV
Lowest unoccupied orbital energy (alpha / beta): 0.1522 / 0.1538 Eh
Net charge: -1


## x
Below is 2 unconnected molecules or ions with the total composition C4H12, with properties calculated with ωB97M-V/def2-TZVPD.

```
16
Properties=species:S:1:pos:R:3:nbo_charge:R:1
C -0.204 2.425 0.320 -0.95
C 1.044 2.331 -0.565 -0.78
C -0.926 -2.594 0.677 -0.75
C 0.094 -2.174 -0.395 -0.79
H -1.883 -2.861 0.239 0.19
H 1.400 1.294 -0.581 0.19
H 1.883 2.957 -0.278 0.18
H -1.063 2.093 -0.262 0.19
H -1.096 -1.775 1.378 0.20
H 0.849 2.590 -1.608 0.18
H -0.095 -2.719 -1.324 0.18
H -0.385 3.465 0.625 0.18
H -0.118 -1.136 -0.630 0.20
H -0.554 -3.440 1.258 0.18
H 1.121 -2.273 -0.073 0.19
H -0.067 1.818 1.219 0.19
```

Properties
HOMO-LUMO gap (alpha / beta): 2.815 / 12.425 eV
Spin multiplicity: 2
E_HOMO (alpha / beta): 1.5 / -8.0 eV
Lowest unoccupied orbital energy (alpha / beta): 0.1602 / 0.1644 Eh
Net charge: -1


## y
Below is 2 unconnected molecules or ions with the total composition C4H12, with properties calculated with ωB97M-V/def2-TZVPD.

```
16
Properties=species:S:1:pos:R:3:nbo_charge:R:1
C 0.830 1.480 -0.538 -0.92
C -0.644 -2.524 -0.016 -0.74
C -0.365 -1.808 1.310 -0.80
C 0.182 2.862 -0.756 -0.80
H 0.292 -2.415 1.941 0.18
H 0.265 -2.992 -0.384 0.19
H -1.264 -1.561 1.878 0.19
H -0.488 2.877 -1.615 0.19
H -1.170 -1.841 -0.685 0.20
H 0.342 0.954 0.274 0.19
H -0.262 3.204 0.179 0.19
H 0.742 0.854 -1.427 0.19
H 0.946 3.616 -0.977 0.18
H 1.898 1.590 -0.335 0.18
H -1.417 -3.291 0.138 0.18
H 0.151 -0.874 1.118 0.20
```

Properties
HOMO-LUMO gap (alpha / beta): 2.728 / 12.336 eV
Spin multiplicity: 2
E_HOMO (alpha / beta): 1.6 / -7.8 eV
Lowest unoccupied orbital energy (alpha / beta): 0.1594 / 0.1671 Eh
Net charge: -1


The least stable of them is w.